Molecular formula: C20H23AsAuBr2N4OS
Method: DFT, ωB97M-V/def2-TZVPD

Each line ends with the natural charge from an NBO analysis.
Element x y z (Å)
Au  0.395  -0.445  1.014  1.31
Br  6.821  -0.549  2.677  0.27
C  5.030  -0.542  2.178  -0.01
C  4.663  -0.513  0.834  -0.25
C  3.326  -0.495  0.512  0.09
N  2.369  -0.513  1.450  -0.48
C  2.704  -0.576  2.763  0.19
C  4.027  -0.583  3.149  -0.22
C  1.572  -0.676  3.708  0.16
C  1.716  -0.703  5.081  -0.21
C  0.579  -0.772  5.888  -0.02
Br  0.744  -0.807  7.742  0.26
C  -0.675  -0.802  5.281  -0.24
C  -0.746  -0.778  3.905  0.08
N  0.348  -0.732  3.144  -0.53
H  5.408  -0.502  0.051  0.28
H  2.996  -0.471  -0.515  0.24
H  4.296  -0.638  4.193  0.27
H  2.692  -0.661  5.540  0.26
H  -1.580  -0.841  5.871  0.28
H  -1.693  -0.785  3.388  0.23
N  -1.456  2.463  -1.393  -0.73
C  -0.188  2.105  -1.439  0.35
S  0.670  1.818  0.068  -0.07
N  0.501  2.017  -2.557  -0.51
C  0.113  2.345  -3.897  0.15
C  0.741  1.632  -4.914  -0.24
C  0.431  1.913  -6.233  -0.17
C  -0.487  2.911  -6.534  -0.16
C  -1.079  3.644  -5.513  -0.16
C  -0.783  3.369  -4.185  -0.28
H  -1.917  2.525  -0.499  0.44
H  -1.987  2.654  -2.233  0.44
H  1.445  1.672  -2.448  0.43
H  1.465  0.862  -4.676  0.22
H  0.910  1.358  -7.027  0.25
H  -0.722  3.136  -7.564  0.25
H  -1.756  4.453  -5.748  0.25
H  -1.171  4.027  -3.419  0.22
C  -1.539  -3.263  -0.619  -1.00
As  -2.538  -1.877  0.250  1.94
C  -3.980  -1.276  -0.848  -0.97
C  -3.213  -2.530  1.920  -1.00
O  -1.552  -0.480  0.485  -1.12
H  -2.231  -4.046  -0.932  0.29
H  -0.812  -3.692  0.070  0.26
H  -1.042  -2.853  -1.497  0.27
H  -4.713  -2.079  -0.928  0.29
H  -3.601  -1.026  -1.838  0.27
H  -4.445  -0.408  -0.383  0.28
H  -3.891  -3.359  1.712  0.29
H  -3.768  -1.739  2.424  0.27
H  -2.396  -2.893  2.541  0.26

Forces on atoms 1 to 2 (eV/Å):
Au -0.0717 1.2496 -0.0046
Br -0.2506 0.0066 -0.0672

The total energy is -244546.02289 eV. For the HOMO-LUMO gap, the calculation gives 4.752 eV. The value obtained for the HOMO energy is -16.39 eV. The calculation puts the energy above the lowest of the compared OMol25 structures with the same formula, charge and spin at 1.434 eV. Its spin multiplicity is 1. The calculation puts the molecular weight at 799.20 g mol⁻¹. The total charge is +3.

***

Molecular formula: CH2N4O
Method: DFT, ωB97M-V/def2-TZVPD

Each line ends with the natural charge from an NBO analysis.
Element x y z (Å)
O  2.078  -0.130  -0.112  -0.65
C  0.723  -0.005  0.024  0.49
N  0.374  1.205  -0.028  -0.13
N  -1.618  0.402  0.248  -0.35
N  -1.310  -0.816  0.291  0.09
N  -0.076  -1.125  0.182  -0.35
H  2.473  -0.026  0.766  0.50
H  -2.648  0.506  0.350  0.40

Forces on atoms 1 to 2 (eV/Å):
O 0.0769 -0.8390 0.2174
C 0.3363 0.6785 -0.0163

The total energy is -9072.34118 eV. For the HOMO-LUMO gap (spin up / spin down), the calculation gives 8.507 / 8.502 eV. The value obtained for the HOMO energy (spin up / spin down) is -10.34 / -10.34 eV. The calculation puts the energy above the lowest of the compared OMol25 structures with the same formula, charge and spin at 3.957 eV. Its spin multiplicity is 1. The calculation puts the molecular weight at 86.05 g mol⁻¹. The total charge is 0.

***

Molecular formula: C25H24BCl2N6O4OsS4
Method: DFT, ωB97M-V/def2-TZVPD

Each line ends with the natural charge from an NBO analysis.
Element x y z (Å)
Os  -0.183  -0.516  -0.623  1.17
O  -4.454  -0.334  2.413  -0.66
C  -4.225  1.002  2.385  0.42
C  -5.149  1.910  2.893  -0.31
C  -4.912  3.272  2.825  -0.16
C  -3.746  3.752  2.244  -0.24
C  -2.832  2.848  1.733  -0.15
C  -3.051  1.476  1.795  -0.22
C  -2.003  0.573  1.276  0.58
O  -1.473  0.870  0.105  -0.66
N  -1.612  -0.428  1.973  -0.37
N  -0.532  -1.030  1.319  -0.35
C  0.071  -1.910  2.065  -0.04
S  -0.591  -2.241  3.640  0.41
C  0.553  -3.608  3.982  -0.55
C  1.886  -3.248  3.368  -0.52
S  1.551  -2.733  1.661  0.34
H  -5.291  -0.504  2.858  0.49
H  -6.062  1.537  3.342  0.22
H  -5.642  3.958  3.234  0.23
H  -3.549  4.814  2.204  0.22
H  -1.898  3.194  1.312  0.22
H  0.152  -4.521  3.543  0.23
H  0.620  -3.725  5.062  0.25
H  2.565  -4.099  3.327  0.25
H  2.364  -2.425  3.898  0.23
C  -2.409  3.472  -1.640  -0.41
N  -1.113  3.797  -1.057  -0.31
C  -0.823  4.910  -0.323  -0.07
C  0.490  4.819  0.014  -0.03
N  0.996  3.673  -0.533  -0.43
B  2.565  3.446  -0.487  0.18
N  3.016  2.101  -1.160  -0.45
C  3.914  2.030  -2.192  -0.01
C  4.235  0.725  -2.386  -0.08
N  3.523  0.003  -1.457  -0.32
C  3.626  -1.427  -1.218  -0.40
C  2.776  0.859  -0.735  0.26
S  1.647  0.426  0.504  0.05
C  0.007  3.051  -1.175  0.24
S  0.093  1.582  -2.067  -0.04
H  -3.114  4.242  -1.341  0.22
H  -2.741  2.502  -1.277  0.24
H  -2.330  3.446  -2.724  0.23
H  -1.557  5.667  -0.108  0.24
H  1.109  5.493  0.579  0.24
H  2.882  3.453  0.671  -0.03
H  3.082  4.325  -1.125  -0.04
H  4.256  2.914  -2.699  0.25
H  4.904  0.256  -3.085  0.24
H  4.179  -1.876  -2.039  0.22
H  2.634  -1.869  -1.154  0.22
H  4.147  -1.614  -0.281  0.23
Cl  1.379  -7.041  -3.975  0.05
C  0.907  -5.677  -3.028  -0.07
C  0.301  -5.891  -1.777  -0.16
C  -0.083  -4.839  -0.986  -0.11
Cl  -0.928  -5.146  0.486  0.05
C  0.143  -3.501  -1.398  0.47
O  -0.186  -2.522  -0.612  -0.73
C  0.691  -3.317  -2.684  -0.30
C  0.814  -1.999  -3.186  0.45
O  0.530  -0.954  -2.572  -0.60
C  1.082  -4.407  -3.492  -0.15
H  0.120  -6.901  -1.438  0.26
H  1.175  -1.868  -4.211  0.18
H  1.503  -4.227  -4.473  0.24

Forces on atoms 1 to 2 (eV/Å):
Os 0.6585 0.8835 -0.8853
O 0.0682 0.0191 0.0202

The total energy is -114970.66277 eV. For the HOMO-LUMO gap, the calculation gives 6.852 eV. The value obtained for the HOMO energy is -10.43 eV. The calculation puts the energy above the lowest of the compared OMol25 structures with the same formula, charge and spin at 0.000 eV. Its spin multiplicity is 1. The calculation puts the molecular weight at 872.72 g mol⁻¹. The total charge is +1.

***

Molecular formula: CH11NO4
Method: DFT, ωB97M-V/def2-TZVPD

Each line ends with the natural charge from an NBO analysis.
Element x y z (Å)
C  4.089  -0.418  -0.007  -0.03
N  3.599  -0.050  -1.113  -0.64
H  3.445  -0.195  0.829  0.17
H  5.102  -0.822  0.094  0.15
H  3.778  -0.609  -1.947  0.35
H  -2.337  1.893  -1.727  0.48
H  -2.276  0.438  -1.099  0.51
O  -1.770  1.152  -1.516  -0.99
H  -4.413  -0.857  -0.437  0.48
H  -3.337  -0.814  0.655  0.50
O  -3.565  -0.457  -0.209  -0.96
H  -0.265  2.122  1.014  0.47
H  -0.338  1.154  -0.202  0.51
O  -0.202  1.202  0.759  -0.99
H  -0.192  -1.591  1.038  0.47
H  -0.549  -0.621  2.063  0.49
O  -0.767  -1.527  1.807  -0.96

Forces on atoms 1 to 2 (eV/Å):
C 0.2665 0.6863 -1.0981
N -2.0762 -1.2425 0.0273

The total energy is -10894.30538 eV. As for the SMILES: C=N.O.O.O.O. For the HOMO-LUMO gap, the calculation gives 9.928 eV. The value obtained for the HOMO energy is -9.25 eV. The calculation puts the energy above the lowest of the compared OMol25 structures with the same formula, charge and spin at 1.720 eV. Its spin multiplicity is 1. The calculation puts the molecular weight at 101.10 g mol⁻¹. The total charge is 0.